A molecular structure, C20H35F6MgNO12 in a non-equilibrium geometry. Source: OMol25; level of theory: ωB97M-V/def2-TZVPD.

CARTESIAN COORDINATES (ANGSTROEM)
Mg -0.706 0.451 -3.176
C 0.495 0.086 -0.101
C 1.545 -0.073 -1.149
O 1.100 0.221 -2.447
H 0.144 1.115 -0.017
H 0.881 -0.273 0.853
H -0.423 -0.501 -0.142
H 1.866 -1.115 -1.134
H 2.327 0.565 -0.737
C -4.705 -0.283 -1.865
C -3.337 -0.096 -1.174
O -2.328 0.125 -2.088
H -5.525 -0.627 -1.235
H -4.633 -1.032 -2.655
H -5.009 0.712 -2.188
H -3.162 -0.931 -0.495
H -3.524 0.748 -0.510
C 3.257 1.492 2.604
C 4.740 0.899 2.515
O 5.015 0.335 1.236
C 4.863 -0.918 0.988
O 4.163 -1.673 1.673
C 5.609 -1.469 -0.181
F 6.448 -2.416 0.205
F 4.749 -1.962 -1.022
F 6.317 -0.578 -0.862
H 3.065 1.638 3.667
H 2.690 0.673 2.163
H 3.141 2.346 1.936
H 4.823 0.047 3.189
H 5.470 1.667 2.770
C -3.634 1.290 6.856
C -3.611 1.687 5.397
O -2.316 1.224 4.977
C -1.857 1.454 3.796
O -2.616 1.918 2.950
C -0.324 1.250 3.706
F -0.081 -0.009 3.383
F 0.229 2.000 2.818
F 0.195 1.361 4.940
H -3.735 0.205 6.878
H -4.536 1.684 7.324
H -2.781 1.650 7.431
H -3.829 2.737 5.206
H -4.502 1.369 4.855
C 1.903 -2.354 -4.643
O 0.882 -3.183 -4.075
C -0.402 -2.630 -3.879
O -0.771 -1.455 -4.077
O -1.188 -3.613 -3.428
C -2.574 -3.484 -3.444
H 2.630 -3.015 -5.115
H 2.410 -1.761 -3.882
H 1.593 -1.678 -5.440
H -2.949 -3.161 -2.473
H -3.009 -4.461 -3.653
H -3.046 -2.889 -4.226
C -2.637 3.402 -0.888
O -1.357 3.860 -1.063
C -0.469 3.453 -1.893
O -0.680 2.579 -2.745
O 0.644 4.151 -1.740
C 1.856 3.814 -2.499
H -2.857 2.611 -1.604
H -3.323 4.230 -1.070
H -2.748 3.098 0.153
H 1.497 3.300 -3.390
H 2.397 3.102 -1.877
H 2.379 4.765 -2.602
C 0.941 -4.201 -0.083
C 0.077 -5.281 -0.563
N -0.618 -6.132 -1.008
H 1.973 -4.529 -0.210
H 0.677 -4.227 0.974
H 0.808 -3.306 -0.690

Cartesian forces (eV/Å) of the 6 atoms listed first:
Mg -0.31 -0.41 2.53
C -1.16 -0.37 1.30
C -1.32 -0.33 -1.06
O -0.06 0.35 -0.02
H 0.19 0.22 0.15
H 0.40 0.46 0.36

Results
Molecular weight ... 619.79 g/mol
Multiplicity ... 1
Calculated total energy ... -69117.108 eV

***

A molecular structure, C52H42BaGeN6O3Si in a non-equilibrium geometry. Source: OMol25; level of theory: ωB97M-V/def2-TZVPD.

CARTESIAN COORDINATES (ANGSTROEM)
Ba -0.365 1.750 -0.127
O -2.032 4.652 3.394
C -1.155 4.443 4.390
C -1.546 4.724 5.682
C -0.748 4.486 6.750
C 0.576 4.025 6.514
C 0.987 3.766 5.228
C 0.093 3.883 4.163
C 0.405 3.309 2.840
O -0.559 3.107 2.004
N 1.700 3.004 2.698
N 1.935 2.407 1.421
C 3.124 1.951 1.295
C 3.544 1.081 0.191
C 4.796 0.498 0.150
C 5.105 -0.449 -0.837
C 4.173 -0.750 -1.795
C 2.935 -0.123 -1.678
N 2.600 0.739 -0.737
H -1.658 4.033 2.708
H -2.553 5.135 5.814
H -1.103 4.555 7.772
H 1.238 3.827 7.331
H 1.977 3.289 4.996
H 3.810 2.252 2.092
H 5.572 0.699 0.846
H 6.055 -0.942 -0.736
H 4.338 -1.420 -2.608
H 2.158 -0.388 -2.381
C 3.525 -2.239 3.315
C 2.566 -3.246 3.467
C 1.213 -2.955 3.194
C 0.774 -1.689 2.841
C 1.748 -0.676 2.797
C 3.105 -0.947 3.008
Si -1.052 -1.345 2.497
C -1.799 -0.311 3.863
C -1.081 -0.057 4.992
C -1.515 0.829 5.973
C -2.718 1.507 5.818
C -3.433 1.318 4.621
C -2.999 0.409 3.675
C -1.899 -2.880 1.898
C -1.193 -3.782 1.103
C -1.828 -4.863 0.521
C -3.195 -5.037 0.693
C -3.906 -4.171 1.508
C -3.282 -3.085 2.103
H 4.591 -2.473 3.444
H 2.849 -4.288 3.639
H 0.530 -3.768 3.204
H 1.430 0.339 2.592
H 3.848 -0.154 2.895
H -0.093 -0.515 5.100
H -0.887 1.045 6.830
H -3.037 2.225 6.542
H -4.391 1.768 4.498
H -3.551 0.247 2.764
H -0.160 -3.647 0.958
H -1.251 -5.505 -0.145
H -3.715 -5.803 0.166
H -4.980 -4.316 1.639
H -3.853 -2.425 2.769
N 0.186 4.039 -4.556
C -0.454 3.798 -3.345
O 0.168 3.134 -2.499
C -1.796 4.317 -3.112
C -2.419 3.727 -1.982
N -2.793 3.091 -1.096
C -2.527 5.156 -3.987
N -3.051 5.960 -4.653
H -0.387 4.252 -5.368
H 0.909 3.359 -4.777
C -2.706 -2.107 -2.116
Ge -0.935 -1.209 -2.430
C 0.333 -2.717 -2.429
C 1.100 -2.904 -1.260
C 2.044 -3.919 -1.170
C 2.203 -4.781 -2.262
C 1.479 -4.606 -3.424
C 0.559 -3.584 -3.464
C -1.201 -0.873 -4.416
C -2.421 -1.000 -5.003
C -2.846 -0.314 -6.201
C -1.998 0.527 -6.791
C -0.640 0.636 -6.317
C 0.345 1.415 -7.001
C 1.629 1.478 -6.550
C 2.022 0.690 -5.456
C 1.130 -0.132 -4.821
C -0.244 -0.119 -5.195
H -2.863 -2.893 -2.823
H -3.460 -1.326 -2.286
H -2.770 -2.475 -1.108
H 0.892 -2.271 -0.409
H 2.630 -4.009 -0.244
H 2.919 -5.571 -2.172
H 1.633 -5.288 -4.261
H -0.025 -3.426 -4.371
H -3.171 -1.571 -4.494
H -3.840 -0.517 -6.598
H -2.339 1.152 -7.638
H 0.011 1.949 -7.890
H 2.417 2.057 -7.047
H 3.073 0.638 -5.128
H 1.440 -0.820 -4.016

Cartesian forces (eV/Å) of the 6 atoms listed first:
Ba 0.16 -0.14 -1.36
O 0.19 -0.47 0.07
C -0.18 0.00 -0.15
C -1.69 0.96 0.30
C 1.82 -0.70 0.42
C -0.79 0.32 0.14

Results
Charge ... -1
Molecular weight ... 1036.97 g/mol
Multiplicity ... 2
Calculated total energy ... -134779.381 eV

***

A single C4H5NO molecule in a non-equilibrium geometry. Source: OMol25; level of theory: ωB97M-V/def2-TZVPD.

CARTESIAN COORDINATES (ANGSTROEM)
C 0.079 -0.408 -1.410
C 1.245 -0.204 -0.744
C 1.097 0.088 0.779
O -0.165 0.398 1.289
N -1.340 0.240 0.583
C -1.159 -0.028 -0.638
H -0.048 -0.915 -2.363
H 2.152 -0.456 -1.167
H 1.748 0.984 0.976
H 1.426 -0.871 1.371
H -2.147 -0.301 -1.135

Cartesian forces (eV/Å) of the 6 atoms listed first:
C 0.72 0.95 2.12
C -4.37 -0.55 0.94
C 2.28 -0.78 -0.65
O -0.60 0.78 1.01
N 1.01 0.20 -0.43
C -2.11 -2.35 -2.26

Results
SMILES ... C1=CCON=C1
Molecular weight ... 83.09 g/mol
Multiplicity ... 1
Calculated total energy ... -7763.112 eV
Energy relative to the best compared isomer or geometry (same formula, charge and spin) ... 78.7 kcal/mol